224
Properties=species:S:1:pos:R:3:forces:R:3:mulliken_charge:R:1 method="wB97M-V/def2-TZVPD" largest_force_ev_per_a=15.04 orbital_gap_ev=6.25 e_above_lowest_kcal_mol=1846.27 homo_energy_ev=-6.55
C 0.90605 -0.45423 -3.75753 -0.438 -0.425 -0.984 1.385
C 0.11241 0.82960 -3.40616 0.628 -2.363 -1.672 0.447
O -0.23211 1.40821 -4.62718 2.863 -10.183 -2.820 -0.602
C 0.42732 0.71128 -5.62054 0.629 0.779 -4.358 0.492
O 0.42782 1.01223 -6.83632 -0.549 -0.681 4.503 -0.726
O 1.20771 -0.24494 -5.12076 -0.251 0.531 -0.950 -0.557
F 0.99888 1.62902 -2.84466 -0.470 -1.061 -0.384 1.046
H 0.25902 -1.33140 -3.75235 0.127 -0.094 0.509 -0.227
H 1.87792 -0.63891 -3.29984 -0.709 0.422 0.255 0.154
H -0.80451 0.66923 -2.83905 1.727 2.348 -2.304 0.095
C 0.32590 -3.03792 4.32110 0.922 -1.132 0.793 -0.243
C 1.42808 -4.09281 4.22677 -0.992 1.220 -0.098 0.489
O 1.66816 -4.11035 2.81843 -2.808 -1.195 2.776 0.331
C 0.56740 -3.78146 2.20064 -4.263 0.075 -0.404 -1.209
O 0.32112 -3.86949 1.02806 -2.647 -3.215 3.594 -0.101
O -0.39042 -3.22885 3.07650 2.608 -4.216 1.665 -0.545
F 0.93066 -5.25601 4.66239 -0.001 -1.402 0.041 -0.450
H 0.85267 -2.09424 4.46282 -1.545 -1.357 -0.670 -0.446
H -0.29635 -3.18969 5.20307 -0.269 -0.273 -0.323 0.713
H 2.37622 -3.89569 4.72705 -0.128 0.044 -0.080 0.480
C 2.06855 4.27255 -2.23245 2.431 0.272 -1.000 -0.221
C 3.51456 4.08318 -1.78455 0.360 1.622 -1.775 0.085
O 4.13521 3.49094 -2.96809 1.276 2.119 1.485 -0.383
C 3.21732 3.07323 -3.78608 -1.197 -2.696 -3.062 0.600
O 3.43536 2.41380 -4.80252 -0.834 2.093 2.480 -0.576
O 1.97848 3.30787 -3.26027 5.536 2.180 -0.112 0.066
F 3.61199 3.35392 -0.68908 0.732 -0.547 0.967 -0.095
H 2.03374 5.26772 -2.67575 -0.346 0.185 -0.087 0.894
H 1.28538 4.12011 -1.48981 1.599 0.215 -1.003 -0.407
H 4.12050 4.98648 -1.71398 -0.324 0.151 0.681 0.434
C 3.18077 -1.17824 5.28834 -0.738 -0.471 1.443 -0.214
C 2.41029 -0.86120 4.07113 2.556 -0.416 3.358 0.808
O 2.98068 0.33220 3.70136 6.458 -2.274 1.773 -0.020
C 3.56950 0.90802 4.77245 2.510 4.862 -0.653 0.496
O 4.10395 2.03023 4.75793 -1.833 -3.673 -0.170 -0.598
O 3.40411 0.14108 5.78251 1.034 -0.989 2.802 -0.376
F 1.13772 -0.62254 4.34951 -4.511 2.226 7.931 -0.433
H 4.07786 -1.73606 5.01971 -0.227 0.877 0.499 -0.174
H 2.59638 -1.65367 6.07609 0.110 -0.395 -0.156 0.341
H 2.34240 -1.58538 3.25931 -1.171 2.565 1.824 1.246
C 0.28024 -2.96342 -1.08030 -4.088 -2.447 -1.856 1.177
C -1.04448 -3.54543 -1.52206 1.062 -2.769 2.720 0.512
O -0.80914 -4.98879 -1.61729 -0.379 -0.173 0.071 -0.544
C 0.41625 -5.25723 -1.16200 1.768 -0.403 -0.849 0.365
O 0.94678 -6.33827 -0.96450 -1.421 1.537 -0.141 -0.669
O 1.11083 -4.10046 -1.07364 -0.246 -0.741 -2.375 -0.446
F -1.40814 -3.06170 -2.70405 1.955 0.395 1.854 0.149
H 0.29339 -2.59009 -0.05631 -0.561 0.979 -1.474 0.941
H 0.59738 -2.27144 -1.86048 -2.083 -1.520 0.176 -0.547
H -1.78966 -3.39253 -0.74139 0.370 -1.349 -1.650 -0.944
O 1.73211 -1.61861 -1.52376 5.647 4.878 1.658 -1.239
P 1.84408 -0.43777 -0.58935 -0.406 3.027 0.078 -2.259
N 1.74428 -0.89178 1.04694 1.166 -0.568 -1.865 1.598
C 1.39401 0.02235 2.18367 4.128 -5.617 -9.739 -1.323
C 2.11632 -2.23387 1.45284 -2.280 5.612 -4.052 -2.069
N 0.72264 0.88992 -0.81273 1.417 -1.829 2.813 2.010
C 0.98875 2.23360 -0.21430 2.904 -2.310 -2.318 -1.032
C -0.69563 0.55110 -0.99341 5.599 0.998 3.715 -0.092
N 3.27937 0.41223 -0.90428 0.052 -0.008 0.622 0.888
C 4.49683 -0.20537 -0.47589 -2.874 -0.252 -2.829 -0.139
C 3.46702 1.15788 -2.14128 -0.576 -0.994 0.312 -1.870
H 2.03842 0.89087 2.04759 3.867 -7.151 -1.749 -0.150
H 1.66179 -0.34334 3.17495 -3.137 0.321 -8.748 0.028
H 0.35005 0.33540 2.16695 2.974 0.032 -3.681 0.065
H 2.25713 -2.92600 0.62264 -1.922 4.743 1.555 -1.066
H 1.25968 -2.60313 2.01668 1.750 3.632 -0.283 0.917
H 3.01615 -2.20369 2.06724 -4.091 2.117 -5.488 -0.919
H 1.90198 2.13218 0.37208 -0.004 0.373 0.164 0.730
H 1.25299 3.00206 -0.94076 -0.284 -1.885 0.370 -1.173
H 0.11809 2.59885 0.33034 3.256 -1.343 -2.543 -0.003
H -1.26261 1.44446 -1.25523 0.871 -0.070 1.018 0.769
H -0.77022 -0.16356 -1.81304 5.300 2.337 6.928 -0.558
H -1.07313 -0.00978 -0.13842 0.678 0.562 -1.085 -0.547
H 4.82508 -0.96455 -1.18583 0.271 -0.033 -0.543 0.301
H 5.25004 0.58233 -0.45799 0.103 0.128 0.101 0.473
H 4.37182 -0.77370 0.44577 -2.579 0.425 -2.277 0.203
H 2.48040 1.58329 -2.32495 1.773 -0.130 0.195 -0.918
H 3.73616 0.56348 -3.01441 -0.162 -0.755 -0.042 0.487
H 4.27192 1.89263 -2.12245 -0.251 -1.150 1.031 1.160
O -2.29387 -1.90641 -0.59145 -6.531 -4.108 11.524 -0.651
P -2.80140 -1.51501 0.78149 -0.920 0.816 2.229 -1.139
N -1.75101 -0.45014 1.59675 -2.817 0.495 -0.619 1.509
C -0.59587 -0.94096 2.25632 -3.450 -3.239 0.789 -1.322
C -1.62425 1.00764 1.29351 -2.728 -1.828 -0.026 -1.174
N -3.05119 -2.81375 1.84552 0.871 1.400 -0.701 0.565
C -3.35769 -2.62038 3.26375 -0.093 0.085 -0.696 -0.836
C -2.84739 -4.19340 1.41920 -0.443 0.089 0.716 -1.228
N -4.29415 -0.64600 0.70466 0.568 0.188 0.120 0.174
C -5.01296 -0.26510 1.93993 0.523 -0.097 -0.634 -0.777
C -5.22347 -0.76799 -0.45632 0.026 0.188 3.430 -1.099
H -0.84204 -1.90166 2.70860 -0.763 2.179 -0.669 -0.067
H -0.20669 -0.29266 3.04139 -3.007 -1.302 0.676 0.136
H 0.17206 -1.14182 1.50929 -1.194 -0.567 0.273 1.765
H -0.57022 1.28008 1.23948 -1.099 -1.625 -0.088 0.788
H -2.15245 1.60948 2.03303 0.458 -0.621 -1.370 -0.945
H -2.18556 1.26768 0.39607 0.300 0.033 0.293 0.082
H -3.37935 -1.56023 3.51616 0.386 -0.043 -0.033 0.210
H -4.36463 -2.97786 3.47912 0.008 -0.381 0.218 0.454
H -2.60415 -3.14546 3.85075 -0.186 -0.014 0.275 0.140
H -3.83423 -4.63461 1.27927 0.087 -0.425 -0.326 0.398
H -2.20398 -4.30915 0.54701 -0.394 0.042 0.260 0.675
H -2.36796 -4.71257 2.24909 0.111 -0.220 -0.021 0.400
H -5.91107 0.26533 1.62347 0.022 -0.106 0.189 0.458
H -5.28129 -1.16265 2.49715 -0.235 0.244 0.284 0.069
H -4.44697 0.44733 2.54011 0.178 -0.339 0.197 -0.010
H -5.23455 -1.81867 -0.74623 -1.124 0.836 0.753 0.511
H -4.78415 -0.16853 -1.25366 -1.096 0.963 1.562 -0.181
H -6.24267 -0.54263 -0.14241 0.157 0.674 -0.049 0.703
O -2.97406 5.87513 -2.68422 -0.872 0.960 -0.273 -0.959
P -2.22172 4.62830 -2.65312 0.640 -2.440 -0.653 0.390
N -3.26879 3.24306 -2.85789 -0.097 1.063 0.602 0.789
C -2.82152 1.86913 -2.98184 1.285 0.292 1.079 -1.738
C -4.72986 3.35447 -3.04066 0.220 0.636 0.598 -1.170
N -1.37732 4.41360 -1.17535 0.858 -1.366 -0.106 0.331
C -2.04703 4.14890 0.09056 -6.426 3.299 -4.125 -1.092
C -0.19675 5.23490 -0.95102 -1.244 1.348 -3.355 -1.617
N -1.07940 4.45249 -3.87241 -1.087 1.189 2.129 0.881
C -0.23705 3.26766 -3.99560 -1.629 6.242 -0.088 -2.406
C -1.19164 5.21586 -5.07837 -0.814 0.401 -0.393 -1.201
H -3.52044 1.17649 -2.51294 -0.856 0.240 -0.718 1.198
H -1.96634 1.60503 -2.35973 -0.650 1.573 -0.828 0.433
H -2.57251 1.59857 -4.00795 0.449 -0.164 1.209 -0.975
H -5.06181 2.58697 -3.73984 -0.364 0.610 0.289 0.535
H -5.03483 4.34228 -3.38608 0.255 -0.027 -0.199 0.366
H -5.29817 3.18937 -2.12531 0.084 -0.120 0.474 0.269
H -2.56710 5.03758 0.44815 -0.547 0.066 -0.419 0.094
H -2.86521 3.46785 -0.14367 -0.275 -0.471 -0.035 0.577
H -1.39914 3.64714 0.80930 -4.077 4.179 -2.813 -0.901
H 0.34607 5.10471 -0.01481 0.984 -1.253 -1.679 0.549
H 0.40828 5.15670 -1.85431 -1.184 0.901 0.765 1.014
H -0.55559 6.26414 -0.95234 0.291 0.618 0.366 0.591
H -0.29137 2.61765 -3.12232 -1.266 2.367 -0.315 -0.824
H -0.40940 2.63907 -4.86926 -1.270 5.128 0.010 1.262
H 0.78320 3.64930 -4.03495 -2.391 -0.215 -1.205 1.281
H -0.23873 5.61332 -5.42777 0.247 -0.033 0.107 0.244
H -1.89709 6.04085 -4.97917 0.170 0.143 0.346 0.335
H -1.61306 4.61934 -5.88749 0.145 -0.389 -0.250 0.339
O -0.68870 2.93618 1.10043 3.841 -0.696 11.130 0.977
P -0.66348 3.34340 2.56800 1.249 1.247 4.243 0.182
N -0.72606 5.02652 2.76045 -1.128 -0.477 0.722 0.254
C -0.89383 5.57613 4.15832 0.512 -0.622 -0.525 -1.179
C -0.86145 5.95987 1.64417 0.075 0.598 0.691 -0.086
N 0.70610 2.83414 3.45760 -1.981 1.016 1.024 -0.465
C 0.75101 2.96130 4.98521 -1.024 0.362 -1.491 -0.752
C 1.39538 1.64509 2.96804 -1.991 11.372 4.486 0.954
N -1.99138 2.80057 3.52338 0.061 1.797 -0.411 -0.036
C -3.28462 3.17024 3.02194 -2.678 0.029 -0.344 -0.682
C -2.04502 1.44125 4.00770 1.559 -0.719 0.302 -1.008
H -1.54210 6.44162 4.29534 -0.163 0.058 -0.918 0.378
H 0.09288 5.87425 4.51275 0.025 -0.022 0.174 0.340
H -1.31691 4.82900 4.82980 0.208 -0.115 -0.179 0.373
H -0.40297 5.49738 0.77010 -1.162 1.348 2.433 -0.895
H -0.41796 6.93151 1.86177 0.706 -0.150 0.293 0.446
H -1.87703 6.23152 1.35625 -0.066 -0.150 0.507 0.237
H 1.12963 2.03685 5.42124 0.403 0.123 -0.145 0.251
H 1.30077 3.85598 5.27748 0.273 -0.328 0.042 0.181
H -0.25860 3.04811 5.38677 -0.031 0.150 0.007 0.427
H 1.53416 1.55384 1.89077 -3.452 7.908 0.596 0.333
H 2.34669 1.62035 3.49954 -2.021 2.906 -1.728 0.788
H 0.89827 0.70344 3.20104 -0.923 4.550 3.172 0.964
H -3.46882 3.93965 2.27216 1.198 0.395 0.093 0.158
H -3.81106 2.33498 2.56009 0.367 -0.529 -0.454 0.221
H -4.04430 3.37308 3.77683 0.464 0.417 0.853 0.359
H -1.21907 1.28900 4.70248 -0.214 -0.206 0.268 0.198
H -1.84848 0.86983 3.10053 -0.385 -1.027 2.080 0.685
H -2.99270 1.10319 4.42687 -0.029 0.629 0.199 0.570
O -1.54763 -0.41855 -4.88908 -2.162 -1.649 -0.293 -0.645
P -2.84906 -1.09630 -4.58441 -0.367 0.918 0.156 -0.832
N -4.19481 -0.13081 -5.03873 1.764 -0.446 -1.562 0.871
C -3.92950 1.27220 -5.36368 -1.067 0.569 -0.663 -1.463
C -5.55133 -0.65065 -5.01881 0.284 0.627 0.686 -1.184
N -3.00029 -1.20430 -2.93277 -0.290 -1.807 0.590 1.720
C -1.99983 -0.66991 -1.95812 -2.897 0.000 -9.727 0.440
C -4.17906 -1.82003 -2.28233 0.411 0.063 -4.466 -2.015
N -3.10467 -2.61356 -5.26985 0.247 -0.205 0.397 0.447
C -2.37090 -3.72199 -4.57748 -1.240 -0.793 -1.239 -0.838
C -3.20874 -2.80207 -6.75666 -0.257 0.032 1.433 -1.128
H -4.60419 1.72501 -6.09020 -0.474 -0.700 -0.510 0.489
H -2.93881 1.45090 -5.78163 0.112 -0.394 0.099 0.155
H -4.05749 1.92395 -4.49942 0.077 -0.722 -1.403 1.035
H -5.80906 -0.68445 -3.96026 -0.766 -0.561 -0.089 0.298
H -5.63513 -1.62039 -5.50941 0.019 -0.057 0.202 0.262
H -6.26033 0.03664 -5.48037 0.227 0.115 -0.231 0.370
H -1.14157 -0.27364 -2.50075 -6.058 -3.097 -6.695 -0.577
H -2.55703 0.15635 -1.51661 0.629 -0.791 0.615 -0.515
H -1.51879 -1.43598 -1.34998 1.967 2.561 -3.351 0.134
H -4.86600 -0.98050 -2.17551 0.504 -2.061 -1.853 1.019
H -4.68974 -2.50207 -2.96214 0.237 -0.509 -0.219 0.714
H -3.99602 -2.30892 -1.32547 0.547 -0.091 -1.361 -0.194
H -2.60601 -3.80138 -3.51610 -1.072 -0.092 -1.419 -0.038
H -2.62388 -4.69757 -4.99260 -0.381 0.130 -0.582 0.491
H -1.28356 -3.66614 -4.62897 -0.076 0.307 -0.497 0.240
H -2.23148 -3.07822 -7.15263 -0.050 0.225 -0.249 0.270
H -3.64472 -1.92969 -7.24346 0.381 0.176 0.114 0.369
H -3.91779 -3.61404 -6.91809 0.120 -0.199 -0.072 0.397
O 3.27417 -2.39821 3.18128 10.707 -6.480 8.336 0.341
P 4.32500 -3.13947 2.45315 5.425 -5.465 -2.207 0.296
N 5.48125 -3.82444 3.49374 -1.608 0.408 1.591 0.328
C 6.39781 -4.82319 3.02297 0.610 0.169 -0.338 -1.112
C 5.70295 -3.35300 4.90958 -1.145 -0.562 -1.621 -1.005
N 5.24221 -2.25287 1.36696 -1.463 -0.332 -0.087 0.182
C 5.55275 -0.81644 1.64797 2.420 -2.035 1.148 -0.821
C 6.06101 -2.90650 0.31094 0.713 0.758 0.612 -1.174
N 3.69074 -4.44901 1.51636 1.436 1.901 1.499 0.369
C 2.88955 -4.06799 0.36949 3.668 -5.315 -2.789 -0.675
C 3.21004 -5.61110 2.26074 1.930 -1.607 0.125 -1.019
H 5.97218 -5.28034 2.12969 0.343 -0.216 0.089 0.319
H 6.62997 -5.55496 3.79672 -0.478 -0.281 -0.007 0.314
H 7.36811 -4.37584 2.80732 0.192 0.062 -0.431 0.291
H 4.70886 -3.25475 5.34572 0.295 0.037 0.271 0.640
H 6.22527 -2.39629 4.90595 0.203 -0.077 0.348 0.236
H 6.19544 -4.12715 5.49801 0.309 0.137 -0.265 0.392
H 6.61350 -0.75835 1.89198 -0.014 0.208 1.138 0.550
H 5.40948 -0.31097 0.69294 2.647 0.159 3.079 -0.623
H 4.77760 -0.45883 2.32575 0.593 0.388 0.271 -0.313
H 5.89194 -3.95417 0.06216 -0.616 0.143 0.555 0.269
H 6.01850 -2.35096 -0.62590 -0.218 0.048 0.129 0.389
H 7.08620 -2.82003 0.67097 0.342 -0.171 -0.190 0.467
H 3.30376 -3.18423 -0.11581 0.805 -0.739 -0.721 -0.593
H 2.99048 -4.88199 -0.34837 0.216 -0.331 -0.007 1.304
H 1.82203 -3.89966 0.51152 1.527 -3.171 -0.284 0.627
H 2.60670 -6.25888 1.62479 -0.519 0.500 -0.104 0.498
H 2.67283 -5.32518 3.16505 1.694 -2.043 -0.558 0.179
H 4.04996 -6.27364 2.46977 0.304 0.075 0.302 0.415